# C40H41N5O4Pd

A molecular structure, C40H41N5O4Pd in a non-equilibrium geometry (ωB97M-V/def2-TZVPD, the Open Molecules 2025 dataset).

**2S+1**: 3
**F_max**: 0.0657 hartree/bohr
**Orbital gap (alpha / beta)**: 4.1 / 6.9 eV
**HOMO energy (alpha / beta)**: 0.4 / -2.4 eV
**Energy**: -61266.98683 eV
**E_LUMO (alpha / beta)**: 4.49 / 4.49 eV
**Net charge**: -2

Positions of all 91 atoms, in Å:
1 Pd 0.17594 0.15406 0.88441
2 C -0.82746 -3.17880 3.31672
3 C -1.25345 -3.60413 1.94598
4 C -1.51573 -4.93073 1.64988
5 C -1.94418 -5.30432 0.38952
6 C -2.06315 -4.34380 -0.59947
7 C -1.80073 -3.00794 -0.33700
8 C -1.92643 -1.96790 -1.40637
9 C -1.42225 -2.62180 0.95752
10 N -1.26561 -1.27025 1.29307
11 C -2.23049 -0.77396 2.07621
12 O -3.23599 -1.39585 2.46303
13 C -2.00228 0.63241 2.49836
14 C -2.81061 1.30811 3.40797
15 C -2.46936 2.60807 3.76134
16 C -1.32339 3.18528 3.22161
17 C -0.57305 2.44969 2.30870
18 N -0.94314 1.22509 1.96577
19 C 0.72883 2.86201 1.72023
20 O 1.22342 3.97482 1.97140
21 N 1.31104 1.90089 0.99107
22 C 2.60834 2.22593 0.56229
23 C 2.82627 2.98851 -0.59448
24 C 1.65739 3.44066 -1.40897
25 C 4.12273 3.33731 -0.94098
26 C 5.19994 2.96755 -0.15411
27 C 4.98672 2.22559 0.99402
28 C 3.70185 1.84861 1.35800
29 C 3.44107 1.05073 2.59855
30 H -0.47158 -4.02220 3.90598
31 H -1.67563 -2.72050 3.82630
32 H -0.04019 -2.42295 3.24033
33 H -1.39870 -5.68007 2.42300
34 H -2.18849 -6.33875 0.17704
35 H -2.37256 -4.63393 -1.59753
36 H -1.89458 -2.41658 -2.39892
37 H -1.11151 -1.24672 -1.29390
38 H -2.85996 -1.41506 -1.29739
39 H -3.67792 0.80688 3.81222
40 H -3.08064 3.15772 4.46590
41 H -1.00184 4.17659 3.50283
42 H 1.02389 4.09566 -0.81031
43 H 1.04678 2.58386 -1.69749
44 H 1.97783 3.97993 -2.30005
45 H 4.28902 3.92487 -1.83795
46 H 6.20366 3.27127 -0.42633
47 H 5.82725 1.94520 1.62270
48 H 4.35950 0.60745 2.98146
49 H 2.70893 0.26023 2.37363
50 H 3.00771 1.69847 3.36172
51 C 3.97086 -1.08642 -0.18327
52 C 2.60014 -1.51851 -0.74523
53 C 2.37962 -0.77079 -2.06468
54 C 1.50929 -1.22156 0.26266
55 C 2.59551 -3.01609 -1.02101
56 C 3.74497 -3.79919 -1.07605
57 C 3.67008 -5.17495 -1.22748
58 C 2.44507 -5.80355 -1.34155
59 C 1.29208 -5.03190 -1.32685
60 C 1.37248 -3.66269 -1.16574
61 H 3.93862 -0.03231 0.06812
62 H 4.76013 -1.22721 -0.92350
63 H 4.21651 -1.65402 0.71318
64 H 2.24820 0.28650 -1.85151
65 H 1.49588 -1.14878 -2.57156
66 H 3.23836 -0.89855 -2.72664
67 H 1.54950 -2.04234 1.01636
68 H 4.72100 -3.34478 -0.98991
69 H 4.58358 -5.75718 -1.24585
70 H 2.38789 -6.88077 -1.43908
71 H 0.32272 -5.49835 -1.41655
72 H 0.47047 -3.07539 -1.10959
73 O -7.07856 3.93627 -1.05958
74 C -6.25930 4.55589 -2.01382
75 N -5.09295 3.79968 -2.38437
76 C -4.29736 3.31795 -1.28580
77 O -4.67029 3.57323 -0.11384
78 C -3.12584 2.60616 -1.65644
79 C -2.65092 2.51386 -3.00080
80 C -1.51057 1.79166 -3.24463
81 C -0.83734 1.16774 -2.19543
82 N -1.25545 1.24368 -0.90352
83 C -2.34580 1.93767 -0.67522
84 H -6.41544 3.69491 -0.36177
85 H -5.90513 5.52877 -1.62637
86 H -6.87329 4.73455 -2.90710
87 H -5.29053 3.05876 -3.04518
88 H -3.17141 3.02599 -3.79793
89 H -1.11583 1.71145 -4.25230
90 H 0.04275 0.57033 -2.38233
91 H -2.70689 1.99302 0.34456